Molecular formula: C4H12INSi
Method: DFT, ωB97M-V/def2-TZVPD

Total charge: 0
Energy relative to the best compared isomer or geometry (same formula, charge and spin) in kcal per mole: 0.0
Highest occupied orbital energy in eV: -9.27
LUMO level in eV: 0.72
DFT total energy in Eh: -801.55421
2S+1: 1
SMILES: C[Si](C)(C)I.C=N

```
19
C4H12INSi | OMol25 | ωB97M-V/def2-TZVPD
I -0.8096 -2.6298 0.7232
Si -0.1418 -0.7531 -0.6394
N -0.3085 0.9164 2.3227
C -1.5890 0.4337 -0.9480
C -0.0100 -1.5103 -2.3874
C 1.4771 -0.0336 -0.0585
C 0.4731 1.7068 2.9194
H 2.1867 0.1975 -0.8373
H -0.7331 0.1675 2.9457
H 0.7201 1.6437 4.0105
H 0.9572 2.5795 2.3290
H -0.5711 -0.9221 -3.0998
H 1.3908 0.8485 0.5591
H -1.6292 1.2251 -0.2065
H 2.1000 -0.5719 0.7070
H -1.5451 0.9654 -1.9663
H 1.0506 -1.6189 -2.7700
H -0.4528 -2.5229 -2.4561
H -2.5653 -0.1214 -1.1474
```

=====

Molecular formula: C4H12IO4Pd
Method: DFT, ωB97M-V/def2-TZVPD

Total charge: +1
Energy relative to the best compared isomer or geometry (same formula, charge and spin) in kcal per mole: 72.5
Highest occupied orbital energy (alpha / beta) in eV: -11.63 / -11.63
LUMO level (alpha / beta) in eV: -5.20 / -9.60
DFT total energy in Eh: -885.58366
2S+1: 3

```
22
C4H12IO4Pd | OMol25 | ωB97M-V/def2-TZVPD
I 5.4383 1.8160 0.8003
Pd 9.9678 3.4738 1.2832
O 1.8277 -2.0684 -3.3133
O -1.8065 3.8442 4.2219
O -1.2456 -3.9420 -3.6097
O -1.3242 2.1426 1.7724
C -1.6707 1.7764 3.0957
C -2.6277 2.8404 3.6852
C 0.5842 -2.5978 -2.9094
C 0.2135 -3.7191 -3.8741
H -2.2598 0.8759 2.9224
H 0.6884 -2.8736 -1.8601
H -3.3654 2.5234 4.4223
H -2.1045 4.7055 3.9201
H 2.1435 -1.5934 -2.5412
H -3.1850 3.2573 2.8463
H -0.4209 1.9110 1.5443
H -0.0509 -1.7144 -2.9754
H 0.8680 -4.5906 -3.8864
H -0.7036 1.8021 3.5980
H 0.3063 -3.2494 -4.8533
H -1.2729 -4.6197 -4.2891
```

=====

Molecular formula: C4H12N2
Method: DFT, ωB97M-V/def2-TZVPD

Total charge: 0
Energy relative to the best compared isomer or geometry (same formula, charge and spin) in kcal per mole: 5.0
Highest occupied orbital energy in eV: -9.27
LUMO level in eV: 1.12
DFT total energy in Eh: -269.10837
2S+1: 1
SMILES: C[C@@H](N)CCN

```
18
C4H12N2 | OMol25 | ωB97M-V/def2-TZVPD
N 1.2147 -1.9986 0.0432
N -1.6857 1.5723 0.4566
C 1.4738 0.4579 0.3846
C 0.7298 -0.6766 -0.3318
C -1.5061 0.5893 -0.6024
C -0.7807 -0.6516 -0.0723
H -0.7880 1.8986 0.7961
H 0.9021 -0.5804 -1.4119
H 1.2435 0.4515 1.4491
H -2.5088 0.3065 -0.9348
H 1.2039 1.4251 -0.0317
H 2.5498 0.3338 0.2633
H 2.2109 -2.0740 -0.1331
H -1.1945 -1.5451 -0.5401
H -0.9687 -0.7190 1.0007
H -2.1963 2.3767 0.1087
H 1.0661 -2.1509 1.0358
H -0.9657 0.9845 -1.4799
```

=====

Molecular formula: C4H12N2
Method: DFT, ωB97M-V/def2-TZVPD

Total charge: 0
Energy relative to the best compared isomer or geometry (same formula, charge and spin) in kcal per mole: 160.6
Highest occupied orbital energy in eV: -7.49
LUMO level in eV: -2.94
DFT total energy in Eh: -268.86044
2S+1: 1

```
18
C4H12N2 | OMol25 | ωB97M-V/def2-TZVPD
N 1.3889 0.1654 -0.4859
N -2.1284 -0.2607 0.4906
C 0.2458 -0.0759 0.3307
C -1.0895 0.5620 -0.0636
C -3.3807 0.1875 -0.0304
C 4.2280 -0.6474 -0.0488
H -1.1563 0.6802 -1.1644
H -3.4705 1.2877 -0.1435
H -1.0892 1.5810 0.3308
H 5.2115 -0.8562 -0.4749
H 3.4212 -0.9235 -0.7133
H 1.1910 1.0362 -0.9952
H 4.0585 -1.2036 0.8760
H 0.6010 0.4250 1.2422
H -3.6738 -0.2392 -0.9942
H 0.0132 -1.1391 0.3846
H 4.2230 0.4311 0.1239
H -4.1384 -0.0306 0.7289
```

=====

Molecular formula: C4H12N2
Method: DFT, ωB97M-V/def2-TZVPD

Total charge: 0
Energy relative to the best compared isomer or geometry (same formula, charge and spin) in kcal per mole: 21.5
Highest occupied orbital energy in eV: -9.30
LUMO level in eV: 0.94
DFT total energy in Eh: -269.08215
2S+1: 1
SMILES: [H]/N=C/N.CCC

```
18
C4H12N2 | OMol25 | ωB97M-V/def2-TZVPD
N -0.4650 2.5510 2.5282
N -1.7818 1.4162 0.9495
C 0.5562 0.0403 -1.4914
C 0.9020 -2.4264 -1.6727
C -1.4881 1.7377 2.1507
C 0.7692 -1.2646 -0.6861
H -0.1119 3.2555 1.9009
H 1.5255 -2.1946 -2.5317
H -0.0761 -2.7965 -1.9939
H 1.7792 -1.1328 -0.2792
H 0.4694 -0.0812 -2.5724
H 1.3792 0.7370 -1.3490
H 1.3661 -3.3678 -1.3334
H -0.3543 0.5786 -1.2198
H -2.5925 0.8045 0.9710
H -0.2011 2.5273 3.4831
H 0.1271 -1.4930 0.1555
H -1.8032 1.1089 2.9907
```

=====

Molecular formula: C4H12N2
Method: DFT, ωB97M-V/def2-TZVPD

Total charge: 0
Energy relative to the best compared isomer or geometry (same formula, charge and spin) in kcal per mole: 53.0
Highest occupied orbital energy in eV: -9.13
LUMO level in eV: 1.03
DFT total energy in Eh: -269.03192
2S+1: 1
SMILES: C=CC.NCN

```
18
C4H12N2 | OMol25 | ωB97M-V/def2-TZVPD
N -2.9387 0.4681 -0.5599
N -0.5097 1.1121 -0.9464
C 0.9080 -1.3258 1.4372
C 2.2944 -1.1942 0.6802
C -1.7285 1.2309 -0.1982
C 2.5578 -0.1517 -0.2701
H 0.3717 -0.2741 1.4553
H -1.5457 0.9642 0.8505
H 1.7002 0.5466 -0.6391
H -3.2244 0.9459 -1.4631
H 0.9323 -1.5973 2.5031
H 0.2524 -2.0142 0.9199
H -0.3018 0.1443 -1.1681
H 2.9045 -2.1216 0.7918
H -0.3661 1.7275 -1.7358
H -2.0173 2.2903 -0.0739
H -2.7847 -0.5777 -0.7888
H 3.4956 -0.1734 -0.7945
```

=====

Repeat the fourth record exactly.
Molecular formula: C4H12N2
Method: DFT, ωB97M-V/def2-TZVPD

Total charge: 0
Energy relative to the best compared isomer or geometry (same formula, charge and spin) in kcal per mole: 160.6
Highest occupied orbital energy in eV: -7.49
LUMO level in eV: -2.94
DFT total energy in Eh: -268.86044
2S+1: 1

```
18
C4H12N2 | OMol25 | ωB97M-V/def2-TZVPD
N 1.3889 0.1654 -0.4859
N -2.1284 -0.2607 0.4906
C 0.2458 -0.0759 0.3307
C -1.0895 0.5620 -0.0636
C -3.3807 0.1875 -0.0304
C 4.2280 -0.6474 -0.0488
H -1.1563 0.6802 -1.1644
H -3.4705 1.2877 -0.1435
H -1.0892 1.5810 0.3308
H 5.2115 -0.8562 -0.4749
H 3.4212 -0.9235 -0.7133
H 1.1910 1.0362 -0.9952
H 4.0585 -1.2036 0.8760
H 0.6010 0.4250 1.2422
H -3.6738 -0.2392 -0.9942
H 0.0132 -1.1391 0.3846
H 4.2230 0.4311 0.1239
H -4.1384 -0.0306 0.7289
```